No. 1
103
Properties=species:S:1:pos:R:3 method="wB97M-V/def2-TZVPD" homo_energy_ev=-7.7 charge=0
O 1.1106 -0.2733 4.8031
P 0.8851 -1.6962 3.7659
C -0.5451 -1.4384 2.5271
O -0.4654 -0.1749 1.7487
C 0.9435 0.0027 1.3609
C 1.5831 -1.1815 0.3717
C 3.1639 -1.0958 -0.0754
C 4.0633 0.1675 0.4650
C 3.4527 1.3729 1.4471
C 1.8519 1.2866 1.9186
H 1.9961 -0.4882 5.2618
H 2.1812 -1.8085 3.0846
H -1.5636 -1.3629 3.1410
H -0.6551 -2.3454 1.7740
H 0.8977 -2.0732 0.0368
H 3.5825 -1.9774 -0.7479
H 5.2096 0.1732 0.1327
H 4.1621 2.2564 1.7842
H 1.4192 2.1168 2.6413
C -2.5625 1.4419 -0.5854
N -2.0377 2.0617 -1.8320
O -2.4544 1.6130 -2.9062
O -1.2221 2.9814 -1.6969
H -3.2665 0.6512 -0.8533
H -1.7116 1.0314 -0.0380
H -3.0625 2.2257 -0.0129
C 2.8479 -5.4756 -2.1437
N 2.2205 -4.5294 -1.1820
O 2.5520 -4.6261 0.0052
O 1.4128 -3.7162 -1.6463
H 3.5329 -6.1295 -1.6000
H 2.0464 -6.0554 -2.6060
H 3.3875 -4.8825 -2.8849
C -4.0252 -2.7520 -1.3899
N -4.2223 -2.0281 -0.1051
O -4.6216 -0.8596 -0.1692
O -3.9707 -2.6534 0.9317
H -4.2831 -2.0845 -2.2147
H -2.9748 -3.0453 -1.4451
H -4.6813 -3.6247 -1.3804
C -3.7375 3.9398 2.9380
N -3.2127 4.5597 1.6913
O -3.6294 4.1109 0.6172
O -2.3971 5.4793 1.8265
H -4.4415 3.1492 2.6701
H -2.8866 3.5293 3.4854
H -4.2375 4.7237 3.5105
C 2.6628 -3.4894 7.7684
N 3.0487 -3.2476 6.3520
O 3.7514 -4.1039 5.8026
O 2.6351 -2.2048 5.8316
H 3.0936 -4.4383 8.0949
H 3.0561 -2.6624 8.3630
H 1.5723 -3.5261 7.8112
C -8.3794 -4.8088 -2.7109
N -7.1538 -3.9655 -2.6859
O -6.0759 -4.5266 -2.9139
O -7.3087 -2.7640 -2.4380
H -8.0954 -5.8381 -2.9402
H -8.8421 -4.7472 -1.7238
H -9.0385 -4.4093 -3.4843
C 0.8264 0.6411 -4.2270
N 0.7728 -0.8305 -4.0147
O -0.3001 -1.3978 -4.2513
O 1.8094 -1.3747 -3.6166
H -0.1501 0.9837 -4.5756
H 1.0781 1.1031 -3.2702
H 1.5947 0.8380 -4.9775
C -3.7368 -7.9774 -3.3952
N -5.1926 -8.1910 -3.1749
O -5.8065 -8.8351 -4.0335
O -5.6780 -7.7060 -2.1462
H -3.4475 -8.4558 -4.3333
H -3.5652 -6.9001 -3.4427
H -3.2067 -8.4275 -2.5534
C 0.0056 3.8322 5.5288
N -1.4503 3.6186 5.7491
O -2.0642 2.9745 4.8905
O -1.9357 4.1036 6.7778
H 0.2949 3.3538 4.5907
H 0.1772 4.9095 5.4813
H 0.5357 3.3821 6.3706
C 2.0791 4.7804 -0.9531
N 3.5292 4.6397 -0.6513
O 4.1511 3.7603 -1.2587
O 4.0022 5.4160 0.1869
H 1.8007 4.0376 -1.7037
H 1.5313 4.6134 -0.0235
H 1.9182 5.7914 -1.3329
C 2.8711 9.0055 -2.0109
N 2.1656 8.0553 -2.9127
O 2.7027 7.7986 -3.9964
O 1.0924 7.5940 -2.5070
H 3.7958 9.3296 -2.4930
H 2.2061 9.8548 -1.8418
H 3.0862 8.4778 -1.0795
C 6.6156 2.2300 -2.9302
N 6.4967 0.8714 -3.5250
O 6.1814 -0.0529 -2.7667
O 6.7233 0.7713 -4.7366
H 6.3899 2.1696 -1.8635
H 7.6408 2.5707 -3.0889
H 5.8986 2.8768 -3.4400



No. 2
92
Properties=species:S:1:pos:R:3 method="wB97M-V/def2-TZVPD" homo_energy_ev=-5.2 e_above_lowest_ev=0.0000 charge=-1
C -3.8761 -1.8371 0.0899
C -3.0493 -2.0540 -1.1624
O -1.7464 -1.5244 -1.0514
C -1.6226 -0.1290 -1.2311
C -0.6282 0.1863 -2.3451
Br -1.1614 -0.8332 -3.9636
O 0.6158 -0.3031 -2.0243
B 1.4225 0.7659 -1.4239
Br 3.2865 0.6096 -2.3615
C 1.6317 0.5915 0.1858
I 2.6761 2.3234 0.9538
C 2.2309 -0.7711 0.5890
C 3.6563 -0.8626 1.1349
O 0.6553 1.9727 -1.7127
C -0.4272 1.7120 -2.6077
C -1.5039 2.7082 -2.0934
C -2.9149 3.0722 -2.6366
C -4.1308 2.1536 -2.3947
C -4.6207 1.1075 -3.4159
N -4.3089 1.4063 -4.8152
C -5.1772 0.6753 -5.7015
C -5.1014 -0.8278 -5.6807
O -5.9696 1.2687 -6.4510
P 0.4687 1.9793 -4.3036
O 1.5196 3.1222 -3.8517
Br -0.9071 3.4401 -5.3361
H -3.9708 -0.7811 0.3534
H -4.8856 -2.2338 -0.0547
H -3.4314 -2.3607 0.9383
H -2.9255 -3.1243 -1.3243
H -3.5698 -1.6455 -2.0371
H -1.2045 0.3023 -0.3170
H -2.5975 0.3175 -1.3987
H 0.6636 0.6965 0.6776
H 2.1517 -1.4090 -0.2935
H 1.5765 -1.1932 1.3585
H 3.9768 -1.9082 1.0876
H 3.7178 -0.5640 2.1785
H 4.3719 -0.2819 0.5551
H -1.6553 2.4390 -1.0436
H -0.9349 3.6414 -2.0574
H -2.9216 3.4219 -3.6602
H -3.1612 3.9572 -2.0401
H -4.0158 1.6768 -1.4187
H -4.9824 2.8306 -2.2724
H -5.7142 1.1113 -3.3659
H -4.3151 0.1032 -3.1100
H -3.3516 1.1293 -5.0218
H -4.1709 -1.1520 -6.1452
H -5.1244 -1.2085 -4.6611
H -5.9422 -1.2271 -6.2478
H 1.0913 3.9332 -3.5649
C -3.7260 5.4385 -7.0017
O -2.6756 5.9277 -6.6231
N -4.5589 6.0960 -7.8835
N -4.1562 4.2189 -6.5873
H -5.4243 5.7144 -8.2097
H -4.2636 6.9957 -8.2053
H -3.5860 3.7068 -5.9355
H -5.0080 3.7898 -6.8900
C 6.1333 -1.0195 4.7264
O 5.8594 -0.7210 3.5799
N 6.5309 -0.1054 5.6689
N 6.0266 -2.3066 5.1975
H 6.7228 -0.3571 6.6242
H 6.6360 0.8447 5.3683
H 5.7130 -3.0039 4.5510
H 6.2378 -2.5588 6.1434
C -2.2023 -6.2291 -0.6154
O -2.7846 -5.1721 -0.4566
N -0.9313 -6.4314 -0.1525
N -2.7692 -7.2890 -1.2801
H -0.4222 -7.2828 -0.2829
H -0.4879 -5.6585 0.3074
H -3.6948 -7.1595 -1.6378
H -2.3014 -8.1604 -1.4311
C 7.1530 -1.0247 9.7478
O 6.9426 -0.7179 8.5835
N 7.5265 -0.0999 10.6798
N 7.0274 -2.3085 10.1992
H 7.7025 -0.3227 11.6396
H 7.6213 0.8485 10.3718
H 6.7519 -3.0058 9.5359
H 7.1933 -2.5779 11.1489
C 2.1697 0.5661 5.6394
O 0.9821 0.8286 5.5496
N 2.6836 -0.0600 6.7607
N 3.0973 0.8473 4.6868
H 3.6537 -0.2896 6.8628
H 2.0395 -0.2900 7.4900
H 2.8308 1.2939 3.8262
H 4.0642 0.6118 4.7999



No. 3
87
Properties=species:S:1:pos:R:3 method="wB97M-V/def2-TZVPD" homo_energy_ev=-4.4 charge=-1
N 5.1785 -2.4096 0.5934
B 3.7307 -1.9590 0.7384
Cl 3.0445 -1.3576 -0.9902
C 2.7470 -3.1613 1.2649
C 1.5501 -2.5390 1.9367
O 0.4334 -3.4196 2.2528
C -0.1425 -4.0712 1.1685
C -0.9983 -3.1991 0.2548
F -0.3052 -2.3086 -0.4729
F -1.5615 -4.0710 -0.6405
C -2.1976 -2.4961 0.9883
F -3.3495 -2.8179 0.3418
F -2.3374 -2.9569 2.2554
C -2.1710 -0.9486 1.0687
F -2.1314 -0.3707 -0.1425
F -3.3757 -0.6099 1.6133
C -1.0660 -0.3832 2.0217
F -1.6437 0.4851 2.8973
F -0.1682 0.3086 1.3072
H 5.7751 -1.5875 0.5770
H 5.4345 -2.9177 1.4351
H 3.5768 -0.9677 1.4732
H 3.3024 -3.8239 1.9397
H 2.4863 -3.7388 0.3727
H 1.8720 -2.1631 2.9089
H 1.2384 -1.6646 1.3600
H 0.5645 -4.6405 0.5611
H -0.8567 -4.7891 1.5785
H -0.6097 -1.1745 2.6187
O -5.0658 0.1776 -4.9650
P -6.0227 -0.4785 -4.0520
N -7.2519 0.6599 -3.7575
C -7.4588 1.4694 -2.5795
C -7.9720 1.0960 -4.9406
N -5.0589 -0.8622 -2.7010
C -5.4680 -0.6737 -1.3229
C -3.6120 -0.6976 -2.8374
N -6.9613 -1.8522 -3.9729
C -8.3536 -1.9226 -3.5707
C -6.2755 -3.1361 -4.0448
H -8.4605 1.3090 -2.1559
H -7.3627 2.5373 -2.8067
H -6.7448 1.2486 -1.7983
H -8.5863 0.2926 -5.3672
H -7.2914 1.4430 -5.7241
H -8.6436 1.9171 -4.6897
H -5.2682 0.3440 -0.9659
H -4.9162 -1.3551 -0.6749
H -6.5272 -0.9010 -1.1818
H -3.2986 0.3439 -2.7016
H -3.2751 -1.0257 -3.8161
H -3.1015 -1.3089 -2.0953
H -8.4754 -1.7814 -2.4920
H -8.7505 -2.9067 -3.8272
H -8.9763 -1.1977 -4.0879
H -6.0618 -3.5303 -3.0465
H -5.3287 -3.0399 -4.5751
H -6.8793 -3.8650 -4.5902
O 6.1117 1.1664 0.6008
P 5.7845 2.0688 1.7252
N 4.9315 3.3309 0.9552
C 5.4058 4.6337 0.5717
C 3.6833 2.9039 0.3326
N 7.3542 2.4649 2.3062
C 7.8085 3.8053 2.5898
C 8.4526 1.6276 1.8431
N 5.0299 2.2463 3.2016
C 4.1290 3.3150 3.5881
C 5.5050 1.4194 4.3027
H 4.7952 5.4334 1.0207
H 5.3739 4.7695 -0.5162
H 6.4304 4.8084 0.8798
H 2.9343 2.6121 1.0790
H 3.8301 2.0477 -0.3317
H 3.2602 3.7216 -0.2520
H 8.1887 4.3163 1.6948
H 8.6272 3.7772 3.3177
H 7.0191 4.4129 3.0365
H 8.8014 1.9054 0.8403
H 8.1607 0.5821 1.8152
H 9.2903 1.7250 2.5408
H 4.6598 4.2590 3.7531
H 3.6317 3.0407 4.5208
H 3.3413 3.4816 2.8595
H 6.2481 1.9496 4.9092
H 5.9648 0.5054 3.9282
H 4.6754 1.1193 4.9462



No. 4
76
Properties=species:S:1:pos:R:3 method="wB97M-V/def2-TZVPD" homo_energy_ev="-10.7 / -11.3" spin_multiplicity=2 e_above_lowest_ev=0.1147 charge=+1
Co -0.6309 0.5342 1.5314
C 1.5783 1.4704 4.1747
C 1.2525 2.5342 3.1239
N -0.0745 2.3976 2.5193
C -1.1731 2.8749 3.3602
C -2.4956 2.5087 2.6940
N -2.5658 1.0551 2.5526
C -3.7069 0.6127 1.7505
C -3.8499 -0.9083 1.7817
C -2.8294 -1.6465 0.9088
N -1.4326 -1.4775 1.3171
C -0.9908 -2.3283 2.4177
C 0.4048 -1.8929 2.8647
N 0.3764 -0.4789 3.2355
C 1.6843 0.0509 3.6221
H 0.8434 1.4925 4.9815
H 2.5424 1.7341 4.6140
H 1.9878 2.4597 2.3218
H 1.3526 3.5221 3.5931
H -0.0815 2.9547 1.6634
H -1.1199 3.9594 3.5183
H -1.1083 2.3816 4.3326
H -2.5232 2.9436 1.6924
H -3.3408 2.9093 3.2695
H -2.6806 0.6607 3.4851
H -3.5447 0.9471 0.7250
H -4.6343 1.0637 2.1325
H -4.8357 -1.1610 1.3884
H -3.8086 -1.2647 2.8150
H -2.9076 -1.2479 -0.1058
H -3.0857 -2.7145 0.8867
H -0.8588 -1.7046 0.4993
H -0.9745 -3.3884 2.1262
H -1.6870 -2.2119 3.2501
H 1.1080 -2.0125 2.0373
H 0.7478 -2.5217 3.6981
H -0.2355 -0.3837 4.0435
H 2.3377 0.0369 2.7492
H 2.1353 -0.5915 4.3908
F -1.4841 0.9109 -0.4025
C 0.9937 0.4315 0.1465
F 1.2806 1.7379 -0.2148
F 2.2539 -0.1440 0.2738
C 0.3159 -3.7772 -0.9493
Si 1.1206 -3.3160 -2.6323
C -0.2582 -3.2552 -3.9475
C 2.4811 -4.5583 -3.0826
C 1.7903 -1.5464 -2.3784
Te 0.0850 -0.5023 -1.5969
C -0.0886 0.8980 -3.1829
Si 1.1521 2.3460 -3.5086
C 0.4971 3.8802 -2.5901
C 2.9424 1.9047 -3.0342
C 1.0339 2.6141 -5.3956
H 0.2164 -4.8518 -0.8263
H -0.6850 -3.3558 -0.8733
H 0.9180 -3.4095 -0.1202
H -0.7660 -4.2105 -4.0248
H 0.1434 -3.0334 -4.9311
H -1.0080 -2.5010 -3.7122
H 2.0413 -5.5285 -3.2822
H 3.2000 -4.6805 -2.2795
H 3.0252 -4.2574 -3.9692
H 2.1428 -1.0876 -3.2956
H 2.6028 -1.5219 -1.6556
H -1.0939 1.3005 -3.0467
H -0.1145 0.2299 -4.0474
H 0.3838 3.6959 -1.5280
H -0.4713 4.1839 -2.9766
H 1.1747 4.7187 -2.7151
H 3.0295 1.5435 -2.0147
H 3.5680 2.7894 -3.1142
H 3.3686 1.1528 -3.6932
H 0.0108 2.7934 -5.7112
H 1.4025 1.7608 -5.9558
H 1.6204 3.4758 -5.6941



No. 5
93
Properties=species:S:1:pos:R:3 method="wB97M-V/def2-TZVPD" homo_energy_ev="-1.0 / -4.9" spin_multiplicity=4 charge=-1
Ni -0.1474 -0.0687 1.0361
O -3.6782 -0.4063 2.5680
C -2.4493 -0.4312 2.0675
O -2.1325 -0.8845 0.9843
O -1.4621 0.0100 2.6348
H -3.6199 0.1453 3.3515
N 1.5169 0.7657 1.5705
S 1.9729 1.8723 2.5749
O 2.4752 3.1323 2.0929
O 2.3757 1.4070 3.9221
F 0.4280 2.2893 2.9149
S 3.1680 0.4331 1.2706
O 3.8803 -0.3573 2.2574
O 3.8855 1.3960 0.4645
F 2.8624 -0.6591 0.1515
C -0.4447 -6.1309 -0.4627
C -0.2754 -4.6464 -0.0518
O 0.6792 -4.7437 0.9939
P 1.2274 -3.3515 1.6071
O 0.4547 -2.1182 1.3122
O 2.7189 -3.3237 1.0369
C 3.5416 -4.4649 1.0098
C 4.7291 -4.0614 1.8158
O 1.3775 -3.7350 3.1850
C 1.9030 -2.8281 4.0892
C 0.7116 -2.3780 4.9148
H -0.8047 -6.7603 0.3511
H -1.1616 -6.2574 -1.2740
H 0.5136 -6.5923 -0.7012
H 0.1511 -4.1453 -0.9208
H -1.1593 -4.1085 0.2911
H 3.0369 -5.2865 1.5180
H 3.7575 -4.7875 -0.0088
H 4.4953 -3.7726 2.8406
H 5.6025 -4.7102 1.8797
H 5.2086 -3.1607 1.4326
H 2.6531 -3.3538 4.6800
H 2.4177 -2.0143 3.5784
H 0.0150 -1.8432 4.2691
H 0.1834 -3.2051 5.3891
H 0.9634 -1.6838 5.7166
C -3.0068 4.6806 3.0551
C -2.8544 3.2438 2.5352
O -2.9566 3.2957 1.1075
P -1.7406 3.0045 0.1367
O -0.9357 1.7502 0.2967
O -0.8093 4.3220 0.2781
C 0.3388 4.3832 -0.4700
C 1.1210 5.5960 -0.0093
O -2.4550 3.1473 -1.3291
C -3.5398 4.0378 -1.5442
C -2.9976 5.2854 -2.1762
H -2.1493 5.3335 2.8924
H -3.8291 5.2330 2.6003
H -3.1956 4.6436 4.1279
H -1.8672 2.8884 2.8307
H -3.6294 2.5417 2.8427
H 0.9058 3.4561 -0.3850
H 0.0541 4.3866 -1.5221
H 1.8669 5.9146 -0.7374
H 0.5708 6.5324 0.0840
H 1.6246 5.4610 0.9480
H -4.2040 3.5315 -2.2447
H -4.1041 4.2499 -0.6361
H -2.6491 5.0917 -3.1907
H -3.7673 6.0571 -2.1876
H -2.1988 5.6803 -1.5484
C 0.3312 -4.3422 -4.0054
C -0.3853 -3.0144 -3.9113
O -0.0114 -2.4497 -2.6722
P 0.1516 -0.8021 -2.4563
O 0.2082 -0.4240 -1.0150
O 1.4800 -0.4184 -3.3143
C 1.8321 0.9373 -3.5106
C 2.5220 1.4860 -2.2297
O -1.0332 -0.1174 -3.2684
C -2.3899 -0.2020 -2.7962
C -3.2272 0.7105 -3.7013
H -0.0286 -4.8173 -4.9180
H 1.4125 -4.2471 -3.9066
H -0.0581 -4.9865 -3.2171
H -0.1745 -2.2821 -4.6906
H -1.4670 -3.0080 -4.0459
H 2.5009 1.0100 -4.3682
H 0.9552 1.5108 -3.8110
H 3.4685 0.9537 -2.1344
H 2.7014 2.5480 -2.3968
H 1.8420 1.2789 -1.4033
H -2.7350 -1.2303 -2.9034
H -2.5525 0.1178 -1.7669
H -3.3902 0.2698 -4.6848
H -4.2314 0.8454 -3.2993
H -2.8843 1.7449 -3.6806



| no. | electronic energy (Eh) |
| --- | --- |
| 1 | -3704.08531 |
| 2 | -10492.65499 |
| 3 | -3327.35666 |
| 4 | -3499.80654 |
| 5 | -5764.67771 |